ORCA calculation (wB97M-V/def2-TZVPD) on a molecular structure, C7H12N2S at a distorted geometry.

The geometry in XYZ format:
```
22
Properties=species:S:1:pos:R:3:mulliken_charge:R:1
C -0.56 -1.83 1.72 0.16
C 0.22 1.30 0.99 -0.25
C 1.04 0.54 1.96 -1.02
C 0.85 -0.01 0.55 0.47
C -1.93 -0.34 -1.30 -0.79
C 1.78 0.50 -1.97 -0.36
C -0.53 -1.32 0.40 -0.07
N -0.64 -2.03 2.84 -0.55
N -1.70 -0.68 0.06 -0.29
S 2.36 -0.05 -0.40 -0.11
H -0.88 1.27 0.92 0.04
H 0.76 2.20 0.66 0.29
H 2.03 0.91 2.17 0.29
H 0.65 0.17 2.86 0.27
H -2.33 0.70 -1.47 0.29
H -0.99 -0.36 -1.82 0.09
H -2.61 -1.01 -1.79 0.35
H 2.35 0.20 -2.82 0.38
H 1.92 1.68 -1.94 0.21
H 0.65 0.24 -1.99 -0.21
H -0.35 -2.07 -0.37 0.42
H -2.09 -0.03 0.74 0.38
```

LUMO: 0.701 eV
DFT total energy: -21265.562 eV
largest force on an atom: 3.71 eV/Å
gap between HOMO and LUMO: 8.937 eV